Record 1
{
  "formula": "C25H17F9MnNO6S",
  "method": "ωB97M-V/def2-TZVPD",
  "relative_energy_kj_mol": 53.8,
  "e_tot_ha": -3917.1139,
  "s2": 6.057,
  "charge": 0,
  "e_homo_ev": [-8.26, -8.26],
  "spin_multiplicity": 5,
  "species": ["Mn", "O", "C", "O", "C", "C", "C", "N", "C", "C", "C", "O", "O", "H", "H", "H", "O", "S", "C", "C", "C", "C", "C", "C", "C", "C", "C", "C", "C", "C", "C", "C", "H", "H", "H", "H", "H", "H", "H", "H", "H", "H", "H", "H", "H", "H", "F", "C", "F", "F", "C", "O", "C", "F", "F", "F", "C", "F", "F", "F"],
  "positions_angstrom": [[0.39, 0.18, 0.04], [-1.60, -6.30, -0.40], [-0.79, -5.87, 0.44], [0.04, -6.44, 1.17], [-0.62, -4.34, 0.40], [-1.27, -3.59, -0.58], [-1.04, -2.24, -0.68], [-0.21, -1.64, 0.19], [0.41, -2.34, 1.17], [0.22, -3.69, 1.30], [1.30, -1.47, 1.99], [1.95, -1.85, 2.91], [1.31, -0.17, 1.57], [-1.94, -4.11, -1.25], [-1.48, -1.63, -1.45], [0.74, -4.25, 2.06], [1.50, -0.33, -1.53], [3.02, -0.44, -1.76], [3.16, -1.87, -2.86], [4.24, -2.81, -2.39], [5.57, -2.59, -2.76], [6.57, -3.43, -2.28], [6.24, -4.48, -1.43], [4.92, -4.70, -1.06], [3.92, -3.86, -1.54], [3.43, 0.92, -2.87], [2.58, 1.00, -4.10], [1.25, 1.42, -4.03], [0.47, 1.48, -5.18], [1.01, 1.13, -6.41], [2.34, 0.72, -6.49], [3.11, 0.66, -5.34], [3.32, -1.50, -3.88], [2.17, -2.31, -2.79], [5.82, -1.78, -3.44], [7.59, -3.26, -2.57], [7.02, -5.13, -1.05], [4.66, -5.52, -0.41], [2.89, -4.04, -1.26], [4.48, 0.75, -3.10], [3.36, 1.81, -2.24], [0.84, 1.72, -3.08], [-0.55, 1.81, -5.11], [0.40, 1.18, -7.30], [2.77, 0.45, -7.45], [4.15, 0.34, -5.41], [-1.51, 4.13, 0.62], [-0.39, 3.75, 1.23], [0.09, 4.79, 1.91], [-0.71, 2.79, 2.10], [0.63, 3.21, 0.19], [0.24, 1.97, -0.22], [0.67, 4.13, -1.07], [-0.40, 3.93, -1.83], [1.74, 3.84, -1.82], [0.72, 5.42, -0.75], [2.06, 3.15, 0.82], [2.68, 4.32, 0.76], [2.81, 2.25, 0.16], [2.00, 2.76, 2.09]]
}



Record 2
{
  "formula": "C17H12BrIMnNO7S3",
  "method": "ωB97M-V/def2-TZVPD",
  "relative_energy_kj_mol": 306.5,
  "e_tot_ha": -6453.7800,
  "s2": 8.874,
  "charge": -1,
  "e_homo_ev": [-5.14, -5.12],
  "spin_multiplicity": 6,
  "species": ["Mn", "O", "S", "O", "O", "C", "C", "C", "C", "C", "C", "S", "O", "O", "O", "H", "H", "H", "H", "O", "N", "C", "C", "C", "C", "C", "S", "H", "H", "H", "H", "Br", "C", "C", "C", "C", "C", "C", "I", "H", "H", "H", "H"],
  "positions_angstrom": [[0.03, 0.00, -0.25], [-2.21, 0.71, -3.73], [-0.91, 0.51, -3.14], [0.07, 1.52, -3.44], [-1.06, 0.29, -1.67], [-0.30, -1.00, -3.90], [-0.99, -1.46, -5.00], [-0.47, -2.51, -5.75], [0.76, -3.06, -5.40], [1.43, -2.61, -4.28], [0.90, -1.57, -3.53], [1.52, -1.30, -1.87], [1.66, 0.12, -1.57], [2.74, -2.05, -1.76], [0.41, -1.88, -1.08], [-1.93, -1.00, -5.23], [-1.02, -2.89, -6.59], [1.17, -3.87, -6.00], [2.36, -3.05, -3.96], [1.08, -0.56, 1.22], [0.68, -1.17, 2.34], [1.56, -1.18, 3.36], [1.29, -1.84, 4.53], [0.08, -2.51, 4.66], [-0.82, -2.46, 3.64], [-0.55, -1.75, 2.45], [-1.72, -1.61, 1.23], [2.47, -0.64, 3.17], [2.01, -1.81, 5.34], [-0.16, -3.06, 5.57], [-1.79, -2.93, 3.70], [-1.55, 5.27, 3.10], [-3.24, 4.59, 2.55], [-4.39, 5.30, 2.83], [-5.61, 4.79, 2.42], [-5.68, 3.58, 1.74], [-4.51, 2.88, 1.46], [-3.32, 3.41, 1.88], [-0.73, 2.01, 1.13], [-4.33, 6.24, 3.37], [-6.52, 5.33, 2.64], [-6.64, 3.18, 1.43], [-4.53, 1.94, 0.93]]
}



Record 3
{
  "formula": "C3H7N3S2",
  "method": "ωB97M-V/def2-TZVPD",
  "relative_energy_kj_mol": 365.8,
  "e_tot_ha": -1079.0276,
  "charge": 0,
  "e_homo_ev": -8.04,
  "spin_multiplicity": 1,
  "smiles": "NN1CCN(S)C1=S",
  "species": ["N", "N", "C", "C", "N", "S", "C", "S", "H", "H", "H", "H", "H", "H", "H"],
  "positions_angstrom": [[-2.20, 0.91, 0.12], [-0.96, 0.23, 0.02], [-0.71, -1.10, -0.49], [0.75, -1.26, 0.00], [1.26, 0.15, -0.10], [2.95, 0.76, -0.14], [0.27, 1.00, 0.06], [0.23, 2.64, -0.20], [-2.57, 1.11, 1.03], [-2.14, 1.56, -0.66], [-1.27, -1.66, 0.19], [-1.13, -1.07, -1.63], [1.49, -1.88, -0.64], [0.85, -1.49, 1.11], [3.18, 0.10, 1.33]]
}



Record 4
{
  "formula": "C3H6N2S2",
  "method": "ωB97M-V/def2-TZVPD",
  "relative_energy_kj_mol": 42.8,
  "e_tot_ha": -1023.7866,
  "charge": 0,
  "e_homo_ev": -9.05,
  "spin_multiplicity": 1,
  "smiles": "[H]/N=C(/N)C(=S)SC",
  "species": ["H", "N", "C", "N", "C", "S", "S", "C", "H", "H", "H", "H", "H"],
  "positions_angstrom": [[-2.13, 1.07, -0.73], [-1.41, 1.69, -1.04], [-0.23, 1.34, -0.70], [0.78, 2.14, -1.05], [0.15, 0.11, 0.07], [1.31, 0.09, 1.18], [-0.85, -1.24, -0.37], [-0.31, -2.49, 0.78], [0.56, 3.09, -1.23], [1.62, 2.02, -0.50], [0.76, -2.68, 0.75], [-0.51, -2.23, 1.80], [-1.00, -3.36, 0.61]]
}



Record 5
{
  "formula": "C10H8N2O2P",
  "method": "ωB97M-V/def2-TZVPD",
  "relative_energy_kj_mol": 214.4,
  "e_tot_ha": -987.1989,
  "charge": -1,
  "e_homo_ev": [-3.37, -3.37],
  "spin_multiplicity": 1,
  "species": ["C", "C", "C", "C", "C", "C", "C", "C", "C", "C", "N", "N", "O", "O", "P", "H", "H", "H", "H", "H", "H", "H", "H"],
  "positions_angstrom": [[-1.45, -2.01, -1.26], [-1.25, -0.95, -2.13], [-1.73, -1.74, 0.05], [-1.04, 0.34, -1.70], [-1.84, -0.41, 0.43], [2.77, -0.54, 1.30], [2.37, -0.33, -0.05], [2.59, 0.43, 2.19], [-1.42, 0.65, -0.40], [1.54, 1.74, 0.65], [1.90, 0.84, -0.40], [1.92, 1.55, 1.87], [-1.85, 3.42, -0.96], [-2.31, 2.62, 1.33], [-1.57, 2.42, 0.10], [-1.50, -2.99, -1.74], [-0.91, -1.22, -3.12], [-2.13, -2.51, 0.73], [-0.52, 1.11, -2.26], [-2.20, -0.11, 1.44], [3.08, -1.49, 1.52], [2.53, -1.17, -0.82], [3.02, 0.35, 3.22]]
}



Record 6
{
  "formula": "C51H47AsN2O7P2Ti",
  "method": "ωB97M-V/def2-TZVPD",
  "relative_energy_kj_mol": 41.8,
  "e_tot_ha": -6375.4921,
  "charge": 2,
  "e_homo_ev": -12.19,
  "spin_multiplicity": 1,
  "species": ["Ti", "O", "C", "O", "C", "C", "C", "C", "C", "N", "C", "O", "O", "H", "H", "H", "H", "C", "C", "C", "C", "C", "C", "C", "C", "C", "C", "C", "C", "C", "C", "C", "N", "H", "H", "H", "H", "H", "H", "H", "H", "H", "H", "C", "O", "P", "O", "C", "O", "C", "H", "H", "H", "H", "H", "H", "H", "H", "H", "C", "C", "As", "C", "C", "C", "C", "C", "C", "C", "C", "C", "C", "C", "C", "P", "C", "C", "C", "C", "C", "C", "C", "C", "C", "C", "C", "C", "H", "H", "H", "H", "H", "H", "H", "H", "H", "H", "H", "H", "H", "H", "H", "H", "H", "H", "H", "H", "H", "H", "H", "H"],
  "positions_angstrom": [[0.83, -1.84, -0.99], [-0.35, -4.20, 2.43], [-0.18, -3.63, 1.27], [0.82, -3.00, 0.95], [-1.27, -3.79, 0.29], [-2.41, -4.55, 0.38], [-3.27, -4.55, -0.72], [-2.95, -3.82, -1.86], [-1.76, -3.11, -1.86], [-0.97, -3.09, -0.80], [-1.16, -2.37, -3.03], [-1.74, -2.18, -4.05], [0.08, -1.96, -2.75], [0.40, -3.98, 3.02], [-2.63, -5.12, 1.27], [-4.19, -5.13, -0.69], [-3.57, -3.81, -2.74], [4.95, -2.51, 0.47], [5.62, -1.45, -0.13], [4.92, -0.54, -0.90], [3.55, -0.69, -1.08], [2.86, -1.79, -0.53], [3.59, -2.67, 0.26], [2.75, 0.28, -1.84], [3.32, 1.34, -2.57], [2.51, 2.17, -3.28], [1.11, 1.99, -3.26], [0.24, 2.85, -3.97], [-1.11, 2.69, -3.89], [-1.64, 1.67, -3.07], [-0.81, 0.81, -2.40], [0.59, 0.93, -2.50], [1.43, 0.08, -1.81], [5.49, -3.22, 1.08], [6.68, -1.33, 0.02], [5.45, 0.30, -1.33], [3.10, -3.52, 0.73], [4.39, 1.48, -2.57], [2.93, 2.99, -3.86], [0.67, 3.65, -4.57], [-1.78, 3.35, -4.43], [-2.71, 1.56, -2.98], [-1.26, 0.06, -1.77], [-0.22, -5.65, -3.16], [1.05, -4.97, -3.15], [1.84, -4.15, -2.05], [3.10, -3.69, -2.87], [3.01, -2.94, -4.10], [2.55, -5.22, -1.10], [1.80, -6.01, -0.18], [-0.09, -6.55, -3.75], [-0.97, -5.03, -3.63], [-0.53, -5.94, -2.15], [4.00, -2.98, -4.55], [2.75, -1.91, -3.89], [2.28, -3.38, -4.77], [1.93, -7.06, -0.43], [0.73, -5.78, -0.21], [2.18, -5.83, 0.83], [0.35, 1.57, 0.70], [-0.02, 2.49, 1.86], [0.58, 4.33, 1.43], [-0.23, 5.21, 2.96], [0.16, 4.81, 4.24], [-0.34, 5.45, 5.36], [-1.23, 6.51, 5.22], [-1.61, 6.92, 3.95], [-1.11, 6.27, 2.82], [-0.78, 4.69, 0.07], [-0.37, 5.26, -1.13], [-1.30, 5.59, -2.11], [-2.65, 5.34, -1.90], [-3.07, 4.77, -0.70], [-2.14, 4.46, 0.28], [-0.19, -0.17, 0.89], [0.34, -0.58, 2.58], [-0.51, -0.47, 3.68], [-0.02, -0.71, 4.96], [1.32, -1.04, 5.15], [2.17, -1.12, 4.05], [1.68, -0.90, 2.77], [-2.00, -0.16, 0.90], [-2.70, 0.87, 0.28], [-4.09, 0.84, 0.21], [-4.79, -0.22, 0.75], [-4.11, -1.25, 1.39], [-2.72, -1.22, 1.46], [1.43, 1.54, 0.56], [-0.07, 1.95, -0.24], [0.46, 2.18, 2.78], [-1.10, 2.50, 2.04], [0.88, 4.00, 4.37], [-0.02, 5.13, 6.35], [-1.62, 7.01, 6.09], [-2.30, 7.75, 3.83], [-1.43, 6.61, 1.84], [0.68, 5.47, -1.29], [-0.97, 6.06, -3.03], [-3.38, 5.62, -2.66], [-4.12, 4.61, -0.53], [-2.49, 4.07, 1.23], [-1.55, -0.18, 3.56], [-0.68, -0.62, 5.81], [1.70, -1.21, 6.15], [3.22, -1.36, 4.19], [2.35, -0.99, 1.93], [-2.18, 1.72, -0.15], [-4.62, 1.66, -0.27], [-5.87, -0.24, 0.70], [-4.65, -2.07, 1.84], [-2.21, -2.01, 2.00]]
}